(1)
Density functional theory data (wB97M-V/def2-TZVPD) for a molecular structure, C22H20N2O3PPd.

**Multiplicity**: 1
**ΔE to the lowest compared entry with this formula, charge and spin**: 65.93 kJ/mol
**LUMO**: 0.0944 hartree
**Charge**: -1

Element x y z (Å)
Pd1 1.431 0.644 0.077
P1 -1.274 0.096 0.717
O1 3.384 2.710 2.914
O2 5.401 -0.858 0.792
O3 3.837 0.216 -0.420
N1 1.816 2.782 -0.102
N2 2.421 0.926 1.802
C1 -5.501 -1.506 -0.420
C2 1.044 -1.229 0.552
C3 -5.241 -0.971 0.833
C4 -3.219 -1.084 -1.061
C5 1.659 3.153 1.320
C6 4.347 -0.217 0.654
C7 -0.321 -1.458 0.754
C8 1.410 -3.600 0.729
C9 -2.943 -0.542 0.192
C10 3.578 0.067 1.987
C11 0.050 -3.816 0.934
C12 -0.828 -2.741 0.935
C13 -0.541 2.732 -2.341
C14 2.579 2.226 2.117
C15 -0.992 2.107 -1.205
C16 0.264 0.124 -1.785
C17 0.750 0.794 -2.925
C18 -4.485 -1.558 -1.368
C19 0.349 2.076 -3.205
C20 -0.622 0.774 -0.902
C21 -3.972 -0.488 1.129
C22 1.910 -2.318 0.525
H1 2.785 2.861 -0.398
H2 0.715 2.583 -4.088
H3 -3.775 -0.061 2.107
H4 -1.639 2.635 -0.512
H5 -4.680 -1.975 -2.349
H6 -6.024 -0.924 1.580
H7 -1.891 -2.903 1.074
H8 3.277 -0.901 2.390
H9 0.616 2.978 1.595
H10 -0.858 3.745 -2.562
H11 -0.326 -4.821 1.083
H12 2.090 -4.444 0.721
H13 1.231 3.318 -0.729
H14 0.503 -0.922 -1.654
H15 -2.432 -1.142 -1.806
H16 4.271 0.521 2.694
H17 -6.489 -1.880 -0.659
H18 1.433 0.278 -3.586
H19 2.968 -2.173 0.338
H20 1.933 4.187 1.533

(2)
Density functional theory data (wB97M-V/def2-TZVPD) for a single C22H20N4O molecule in a non-equilibrium geometry.

**Multiplicity**: 1
**ΔE to the lowest compared entry with this formula, charge and spin**: 90.40 kJ/mol
**LUMO**: -0.0320 hartree
**Structure (SMILES)**: c1ccc2c(-c3nc(C4CCCCC4)no3)cc(-c3ccncc3)nc2c1

Element x y z (Å)
O1 -0.566 0.312 2.214
N1 -1.461 -0.740 2.420
N2 2.040 3.087 -1.328
N3 -0.848 -0.692 0.265
N4 0.182 3.443 -6.011
C1 -1.554 -1.306 1.243
C2 3.210 2.493 2.630
C3 -1.560 -3.628 0.380
C4 -2.449 -3.740 3.142
C5 0.801 2.690 -3.365
C6 0.380 1.425 -1.193
C7 1.188 3.919 -3.901
C8 -1.709 -4.896 2.469
C9 -3.249 -2.963 2.153
C10 0.927 4.232 -5.232
C11 -0.167 2.262 -5.515
C12 2.132 1.762 2.116
C13 2.380 2.864 -0.047
C14 -0.765 -4.389 1.408
C15 1.675 1.965 0.782
C16 0.653 1.183 0.162
C17 -0.187 0.222 0.870
C18 3.440 3.632 0.475
C19 3.856 3.430 1.778
C20 -2.405 -2.514 0.948
C21 0.125 1.830 -4.219
C22 1.081 2.389 -1.923
H1 1.207 5.219 -5.640
H2 4.778 3.897 2.100
H3 -0.897 -3.244 -0.337
H4 -3.109 -4.200 3.898
H5 -4.049 -3.619 1.763
H6 3.934 4.337 -0.204
H7 -0.404 0.862 -1.649
H8 -1.772 -3.113 3.686
H9 0.007 -3.769 1.878
H10 1.678 4.633 -3.316
H11 -2.420 -5.607 2.051
H12 -0.694 1.562 -6.131
H13 -3.716 -2.107 2.643
H14 -3.127 -2.210 0.137
H15 -0.302 -5.264 0.870
H16 -1.129 -5.469 3.229
H17 -2.227 -4.344 -0.124
H18 3.608 2.286 3.627
H19 -0.238 0.884 -3.978
H20 1.722 0.994 2.776

(3)
Density functional theory data (wB97M-V/def2-TZVPD) for a single C22H20N4O4S2 molecule.

**Multiplicity**: 1
**ΔE to the lowest compared entry with this formula, charge and spin**: 0.00 kJ/mol
**LUMO**: -0.0062 hartree
**Structure (SMILES)**: C=CCn1c(SCc2nc3cc(C(=O)OC)ccc3c(=O)[nH]2)nc2sc(CC)cc2c1=O

Element x y z (Å)
S1 -0.091 3.389 2.247
S2 -1.005 -1.544 0.553
O1 -1.802 -2.943 -4.586
O2 -3.523 -1.596 -4.092
O3 2.636 1.277 -1.198
O4 2.209 -0.540 4.206
N1 1.069 1.205 3.279
N2 -0.547 0.908 1.602
N3 -1.382 1.822 -1.025
N4 0.811 2.388 -0.462
C1 -0.016 -2.829 1.219
C2 1.835 2.138 4.079
C3 -0.135 -4.202 0.656
C4 1.430 1.393 -1.212
C5 0.027 -1.305 -3.389
C6 -2.701 -3.793 -5.283
C7 0.677 -0.994 2.446
C8 -0.267 -0.406 1.616
C9 0.282 -4.236 -0.816
C10 -2.348 -1.853 -4.026
C11 0.927 -0.515 -2.715
C12 3.379 2.457 2.121
C13 1.396 -0.174 3.387
C14 -0.897 0.846 -1.856
C15 2.929 2.821 3.307
C16 -0.544 2.489 -0.324
C17 -1.066 3.445 0.702
C18 0.480 0.564 -1.949
C19 -1.800 0.050 -2.565
C20 -1.343 -1.018 -3.316
C21 0.807 -2.386 2.200
C22 0.149 1.652 2.395
H1 -1.170 -4.544 0.742
H2 3.358 3.666 3.826
H3 0.497 -4.875 1.238
H4 1.309 -3.896 -0.925
H5 0.361 -2.145 -3.976
H6 -2.856 0.258 -2.502
H7 -0.361 -3.587 -1.406
H8 -3.479 -4.156 -4.609
H9 1.989 -0.708 -2.755
H10 -0.989 4.481 0.367
H11 -2.105 -4.621 -5.661
H12 -3.174 -3.253 -6.105
H13 2.992 1.608 1.582
H14 2.283 1.553 4.892
H15 4.181 2.987 1.637
H16 1.496 -3.007 2.742
H17 1.158 2.882 4.511
H18 0.207 -5.249 -1.204
H19 1.423 2.966 0.107
H20 -2.104 3.199 0.914

Q: ΔE to the lowest compared entry with this formula, charge and spin of number 3 (C22H20N4O4S2)?
A: 0.00 kJ/mol

Q: Which of these has the highest ΔE to the lowest compared entry with this formula, charge and spin?
A: C22H20N4O